{
  "formula": "C25H53N4O14S4",
  "method": "wB97M-V/def2-TZVPD",
  "largest_force_ev_per_a": 6.289,
  "homo_lumo_gap_ha": 0.32040,
  "total_energy_ev": -104734.6923,
  "charge": 1,
  "elements": ["S", "S", "S", "S", "O", "O", "O", "O", "O", "O", "O", "O", "O", "O", "O", "O", "O", "O", "N", "N", "N", "N", "C", "C", "C", "C", "C", "C", "C", "C", "C", "C", "C", "C", "C", "C", "C", "C", "C", "C", "C", "C", "C", "C", "C", "C", "C", "H", "H", "H", "H", "H", "H", "H", "H", "H", "H", "H", "H", "H", "H", "H", "H", "H", "H", "H", "H", "H", "H", "H", "H", "H", "H", "H", "H", "H", "H", "H", "H", "H", "H", "H", "H", "H", "H", "H", "H", "H", "H", "H", "H", "H", "H", "H", "H", "H", "H", "H", "H", "H"],
  "positions_angstrom": [[-2.110787, -0.460190, -5.026985], [3.885382, -5.593419, 1.296193], [6.034131, -0.517310, -2.310641], [-3.481233, 3.782699, 5.882570], [4.816734, -4.402084, 1.872012], [-0.417766, 0.737954, 1.980973], [-4.577018, 3.556754, 6.785560], [3.672161, -5.384420, -0.113313], [-3.686160, 3.977697, 4.467624], [6.924817, -1.860729, -2.220255], [4.676278, -0.828667, -1.920420], [-1.482423, -0.275752, -6.502958], [-3.169431, 0.501711, -4.848430], [-2.308118, -1.862421, -4.771720], [-2.572349, 4.988303, 6.456064], [2.791184, -5.807311, 2.206191], [0.728654, 0.356956, 3.606276], [6.333641, 0.157647, -3.544760], [-1.880919, 1.207152, -0.054442], [-1.158248, -1.185810, -0.218491], [-0.242661, 0.995594, 3.301488], [-5.468409, 0.233451, -1.371019], [6.817896, 0.365639, -0.991647], [-2.782438, 0.664843, 2.358116], [6.503201, -3.012696, -2.956429], [-3.349167, 0.880814, -0.116466], [0.462691, 0.613420, -1.042989], [6.778890, -2.863402, -4.441210], [-3.961315, 0.215655, -1.446174], [-2.301525, 2.485125, 6.110404], [-1.622045, 1.368252, 1.446018], [-1.539875, 2.969299, 1.713964], [4.388912, -3.055409, 1.683078], [-0.868997, 0.177982, -0.431395], [1.280105, -1.841092, -1.140976], [5.049209, -6.910059, 1.508702], [-3.973956, 0.375579, 1.299352], [-3.409783, -0.020627, -7.979135], [-0.112793, 3.595776, 1.325992], [-0.125814, -2.083581, -0.564845], [-0.701701, 0.093752, -4.109917], [3.251509, -2.692568, 2.615411], [-6.009727, -1.078693, -0.896176], [-2.181283, -0.835250, -7.618634], [1.639871, -0.327305, -1.449060], [-3.015676, 6.333538, 6.256496], [-4.167546, 6.688870, 7.178196], [-0.377896, -3.194518, -0.386072], [-2.441777, -1.878915, -7.422196], [0.774604, 3.056043, 1.805116], [5.446021, -3.220725, -2.768693], [3.007224, -1.630320, 2.536954], [-4.860158, 1.002631, 1.691273], [6.385508, 1.365957, -0.958411], [-0.980324, 0.117188, -3.057394], [2.630027, 0.019153, -1.882580], [2.020405, -2.688604, -1.339117], [-3.912546, 6.468618, 8.217520], [-2.977230, 1.355335, 3.242595], [-1.671745, 2.097898, -0.552554], [6.630035, -0.156669, -0.054561], [0.052369, 3.588500, 0.187309], [7.824738, -2.599468, -4.615201], [-4.160151, -0.066072, -7.187308], [-5.827848, 0.340669, -2.337189], [-4.419984, 7.747899, 7.090020], [-4.205459, -0.740814, 1.396446], [-2.785471, 1.544666, 5.844859], [2.350851, -3.261551, 2.375651], [-1.997493, 2.461903, 7.156579], [-3.550517, -0.826700, -1.666080], [-2.398587, -0.398158, 2.591287], [-5.060926, 6.110330, 6.935012], [-3.708335, 0.912508, -2.335363], [-0.433003, 1.095833, -4.445018], [-3.816748, 1.940063, -0.164414], [-1.447403, 2.665817, 5.458697], [0.621250, 1.742795, -1.194057], [7.072708, -3.861147, -2.571304], [-0.111238, 4.684437, 1.711115], [7.886215, 0.430017, -1.196549], [5.358841, -6.941995, 2.553074], [4.117255, -2.884562, 0.637047], [6.552748, -3.791414, -4.971026], [-2.325241, 3.496899, 1.072790], [-1.711917, 3.136164, 2.836578], [-3.148733, 1.031385, -8.117471], [-3.867493, -0.397664, -8.896343], [4.549441, -7.841271, 1.241171], [6.168491, -2.070798, -4.878625], [-5.190516, -1.874834, -0.736192], [-2.166841, 6.983651, 6.479266], [-6.490476, -0.930044, 0.142277], [3.513241, -2.921717, 3.651141], [-3.282216, 6.496871, 5.208448], [5.901655, -6.738815, 0.852986], [-6.768713, -1.555486, -1.618565], [-1.488424, -0.828451, -8.462704], [5.245639, -2.414399, 1.903167], [0.120037, -0.603788, -4.265580]],
  "forces_ev_per_angstrom": [[0.7, 0.1, -0.7], [0.6, -0.2, 0.5], [1.1, -0.3, 0.1], [0.4, 0.2, 0.9], [-0.1, -0.9, -0.3], [-0.8, 0.6, -3.2], [0.3, 0.2, -0.8], [-0.3, 0.2, 0.6], [-0.2, 0.0, 0.4], [-0.4, 1.0, 0.5], [0.3, 0.1, -0.5], [0.1, 0.1, 1.2], [0.2, -0.6, 0.1], [-0.3, 0.7, -0.1], [-0.1, -1.1, -0.4], [0.2, 0.3, -0.7], [-1.8, 1.6, 0.6], [-0.7, -0.3, 0.5], [1.7, -2.4, 1.6], [3.0, 2.1, -1.3], [2.8, -1.9, 0.8], [1.0, -1.3, -0.7], [0.0, -0.1, 0.1], [0.3, -0.7, -2.7], [-0.3, -0.8, -0.8], [-4.5, 1.4, -0.2], [0.2, -1.0, 0.3], [-0.1, 0.3, -0.2], [0.4, 0.7, -1.0], [0.2, 0.1, 0.0], [-1.2, 2.6, 4.4], [0.8, -0.4, 0.0], [-0.4, 0.9, 0.0], [4.3, -3.5, -3.0], [-1.9, 4.2, 0.3], [0.1, 0.1, 0.0], [1.1, 0.3, 1.6], [-0.2, 0.1, 0.2], [-0.1, 0.2, 0.1], [1.4, 0.2, -0.5], [0.0, 0.0, -0.3], [-0.3, -0.1, 0.1], [-0.4, -1.0, 1.2], [-0.7, -0.3, -0.9], [-4.9, -2.4, 2.5], [-0.5, 1.0, 0.0], [-0.3, -0.2, 0.0], [0.3, 2.1, -0.2], [0.1, 0.1, 0.2], [-1.4, 0.7, -0.6], [0.1, 0.1, 0.1], [0.1, 0.0, 0.0], [1.2, -1.1, -1.5], [0.0, -0.1, -0.1], [-0.1, -0.1, -0.2], [-1.5, -0.5, 0.7], [-1.4, 1.3, 0.4], [0.0, 0.1, -0.1], [0.0, -1.2, -1.2], [-0.1, -0.8, 0.5], [0.0, 0.0, -0.1], [-0.2, 0.2, 1.7], [-0.1, -0.1, 0.0], [0.0, 0.0, -0.1], [0.6, 0.2, 0.9], [0.1, -0.1, 0.0], [0.2, 1.7, -0.7], [-0.1, 0.1, 0.0], [0.1, 0.1, 0.0], [-0.1, 0.0, -0.1], [-0.4, 1.3, 0.4], [-0.3, 2.0, 0.2], [0.1, 0.1, 0.0], [-0.1, -1.2, 1.4], [-0.1, -0.1, 0.0], [0.8, -1.5, 0.0], [0.0, 0.0, 0.1], [-0.3, -1.9, 0.2], [0.0, 0.3, 0.3], [0.1, -1.7, -0.8], [-0.1, 0.0, 0.0], [-0.1, 0.1, -0.1], [0.0, -0.1, 0.0], [0.0, 0.0, 0.1], [0.7, -0.7, 1.2], [-0.1, -0.1, -1.8], [0.0, -0.1, -0.1], [0.1, 0.0, 0.0], [-0.1, 0.2, 0.0], [0.0, -0.1, 0.0], [-1.1, 1.2, -0.4], [0.1, -0.4, 0.0], [0.5, -0.3, -1.7], [0.0, 0.1, -0.1], [0.0, -0.2, 0.0], [-0.1, 0.0, 0.1], [1.1, 1.0, 1.1], [0.2, 0.1, 0.3], [0.1, -0.4, 0.0], [-0.1, 0.0, 0.0]],
  "mulliken_charge": [1.196, 1.250, 1.112, 1.216, -0.297, -0.230, -0.619, -0.621, -0.606, -0.333, -0.472, -0.250, -0.642, -0.673, -0.269, -0.615, -0.395, -0.624, 0.379, -0.308, 0.242, -0.414, -0.924, -0.622, -0.138, 0.194, -0.711, -1.066, -0.645, -0.942, 0.368, -0.288, -0.136, 0.174, -0.327, -0.966, -0.700, -0.983, -0.911, -0.501, -0.253, -1.030, -0.719, -0.323, -0.307, -0.314, -1.007, 0.365, 0.330, 0.223, 0.173, 0.352, 0.304, 0.381, -0.329, 0.470, 0.462, 0.268, -0.030, 0.907, 0.228, 0.191, 0.277, 0.290, 0.368, 0.390, 0.334, 0.370, 0.286, 0.417, 0.295, 0.468, 0.307, 0.230, 0.454, 0.266, 0.232, 0.058, 0.288, 0.413, 0.365, 0.331, 0.179, 0.399, 0.410, 0.099, 0.259, 0.392, 0.383, 0.297, 0.232, 0.278, 0.226, 0.319, 0.308, 0.312, 0.304, 0.273, 0.253, 0.396]
}